Record 1
{
  "formula": "CBrF2O3S",
  "method": "ωB97M-V/def2-TZVPD",
  "e_above_lowest_kcal_mol": 55.20,
  "total_charge": -1,
  "multiplicity": 1,
  "homo_ev": -3.3,
  "orbital_gap_ha": 0.177,
  "lumo_energy_ev": 1.6,
  "energy_ev": -93490.841,
  "elements": ["C", "O", "O", "O", "F", "F", "S", "Br"],
  "xyz": [[1.9520, 0.8921, -0.0168], [-1.6781, 1.4889, 0.5247], [-2.2054, 0.2236, -1.5482], [-1.8978, -0.9216, 0.5327], [1.7703, 1.1071, 1.2940], [0.9503, -0.1691, -0.2702], [-1.7049, 0.2824, -0.2094], [3.8336, 0.1227, -0.1293]]
}

=====

Record 2
{
  "formula": "C3H9NS",
  "method": "ωB97M-V/def2-TZVPD",
  "smiles": "C=N.CSC",
  "e_above_lowest_kcal_mol": 52.28,
  "total_charge": 0,
  "multiplicity": 1,
  "homo_ev": -8.4,
  "orbital_gap_ha": 0.343,
  "lumo_energy_ev": 0.9,
  "energy_ev": -15580.064,
  "elements": ["C", "N", "H", "H", "H", "C", "S", "C", "H", "H", "H", "H", "H", "H"],
  "xyz": [[-2.3707, -2.6012, 2.5553], [-2.9212, -2.8306, 1.4644], [-1.2887, -2.8406, 2.6026], [-2.9183, -2.4787, 3.4813], [-3.9413, -2.8111, 1.4718], [1.3414, 0.8461, -0.0199], [0.5684, 2.2768, -1.0207], [1.6026, 2.1278, -2.6016], [0.8593, -0.0793, -0.3378], [2.5061, 1.1498, -0.2285], [1.0617, 1.1001, 1.0678], [2.6478, 2.3616, -2.3867], [1.1136, 2.7951, -3.2619], [1.7394, 0.9843, -2.7862]]
}

=====

Record 3
{
  "formula": "C3H2N2O3",
  "method": "ωB97M-V/def2-TZVPD",
  "e_above_lowest_kcal_mol": 138.48,
  "total_charge": 0,
  "multiplicity": 1,
  "homo_ev": -10.7,
  "orbital_gap_ha": 0.312,
  "lumo_energy_ev": -2.2,
  "energy_ev": -12260.977,
  "elements": ["C", "C", "C", "H", "H", "N", "N", "O", "O", "O"],
  "xyz": [[-0.9809, -0.0504, -0.0993], [-0.5841, -1.4785, 0.1242], [1.4089, -0.2483, -0.0599], [-0.2895, 2.4884, 0.8258], [-1.3098, -2.2299, -0.2171], [0.1958, 0.6541, -0.2676], [0.7483, -1.5772, -0.2144], [0.3290, 2.0607, -0.1784], [-2.1684, 0.2914, 0.0063], [2.6507, 0.0896, 0.0804]]
}

=====

Record 4
{
  "formula": "C2H5F2N",
  "method": "ωB97M-V/def2-TZVPD",
  "smiles": "CCN(F)F",
  "e_above_lowest_kcal_mol": 106.39,
  "total_charge": 0,
  "multiplicity": 1,
  "homo_ev": -10.5,
  "orbital_gap_ha": 0.428,
  "lumo_energy_ev": 1.1,
  "energy_ev": -9075.876,
  "elements": ["C", "C", "N", "F", "F", "H", "H", "H", "H", "H"],
  "xyz": [[-0.3595, 0.3994, -1.1026], [0.4838, 0.2870, 0.2090], [-0.3783, -0.6871, 1.0706], [0.1363, -1.9767, 0.9715], [-0.2098, -0.3341, 2.4129], [-1.3169, 0.1095, -0.7066], [-0.2408, 1.3621, -1.5698], [-0.0906, -0.1877, -1.9515], [1.4304, -0.1694, 0.0270], [0.5453, 1.1971, 0.6395]]
}

=====

Record 5
{
  "formula": "C2H3Br4P",
  "method": "ωB97M-V/def2-TZVPD",
  "smiles": "BrC[C@@H](Br)P(Br)Br",
  "e_above_lowest_kcal_mol": 20.33,
  "total_charge": 0,
  "multiplicity": 1,
  "homo_ev": -9.5,
  "orbital_gap_ha": 0.342,
  "lumo_energy_ev": -0.2,
  "energy_ev": -291581.605,
  "elements": ["Br", "C", "C", "Br", "P", "Br", "Br", "H", "H", "H"],
  "xyz": [[2.9284, -0.0954, -0.5941], [1.1862, 0.2491, 0.2359], [0.0649, -0.6452, -0.1113], [0.1519, -2.4757, 0.2948], [-1.6623, 0.3546, 0.8458], [-3.0724, -0.6675, -0.5116], [-1.5234, 2.2578, -0.2874], [0.7861, 1.3431, 0.0023], [1.4518, 0.2327, 1.2151], [-0.3112, -0.5534, -1.0895]]
}

=====

Record 6
{
  "formula": "C4H7NO",
  "method": "ωB97M-V/def2-TZVPD",
  "e_above_lowest_kcal_mol": 97.20,
  "total_charge": 0,
  "multiplicity": 1,
  "homo_ev": -8.9,
  "orbital_gap_ha": 0.339,
  "lumo_energy_ev": 0.3,
  "energy_ev": -7795.429,
  "elements": ["C", "N", "C", "C", "C", "O", "H", "H", "H", "H", "H", "H", "H"],
  "xyz": [[-1.5953, 0.3670, -0.0188], [-0.1953, -0.0052, 0.0254], [0.2064, -1.3888, 0.1706], [2.1707, 0.8491, 0.2587], [0.7783, 0.9039, 0.0095], [0.7244, 2.1473, -0.1123], [-2.1068, 0.0172, 0.8862], [-1.6631, 1.4562, -0.0695], [-2.0935, -0.0647, -0.8948], [0.0515, -1.9573, -0.7555], [-0.3445, -1.8666, 0.9875], [1.2722, -1.4074, 0.4214], [2.7116, 0.8075, -0.6996]]
}

=====

Record 7
{
  "formula": "C4H7NO",
  "method": "ωB97M-V/def2-TZVPD",
  "e_above_lowest_kcal_mol": 143.19,
  "total_charge": 0,
  "multiplicity": 1,
  "homo_ev": -8.0,
  "orbital_gap_ha": 0.301,
  "lumo_energy_ev": 0.2,
  "energy_ev": -7793.435,
  "elements": ["C", "C", "C", "N", "C", "O", "H", "H", "H", "H", "H", "H", "H"],
  "xyz": [[-1.2265, 0.5212, -0.0264], [0.2167, -0.3195, -0.8545], [-0.3077, -0.7229, 0.8032], [0.4141, -1.5434, -0.1391], [1.3218, 0.6465, -0.7852], [2.4849, 0.2842, -0.7162], [-0.8518, 1.4199, -0.5201], [-2.0720, 0.1119, -0.5717], [-1.5802, 0.9093, 0.9458], [0.2967, -0.2254, 1.5622], [-1.1882, -1.2216, 1.2014], [1.3960, -1.5739, 0.1536], [1.0509, 1.7073, -0.9795]]
}

=====

Record 8
{
  "formula": "C2H9N2O",
  "method": "ωB97M-V/def2-TZVPD",
  "e_above_lowest_kcal_mol": 33.97,
  "total_charge": 1,
  "multiplicity": 1,
  "homo_ev": -15.0,
  "orbital_gap_ha": 0.434,
  "lumo_energy_ev": -3.2,
  "energy_ev": -7240.883,
  "elements": ["C", "N", "H", "H", "H", "H", "H", "H", "C", "N", "O", "H", "H", "H"],
  "xyz": [[-1.9995, -1.5441, -1.3837], [-1.5904, -0.6336, -0.2468], [-2.9104, -2.1197, -1.0223], [-2.2331, -1.0056, -2.2957], [-1.2938, -2.4306, -1.4828], [-1.7314, -1.0811, 0.6607], [-2.1204, 0.2272, -0.3017], [-0.5308, -0.3034, -0.2115], [1.7327, 0.6388, 0.4862], [1.5015, 1.6612, 1.3365], [0.9310, 0.0654, -0.1805], [2.5960, 0.2121, 0.7874], [0.8299, 2.2251, 1.0216], [2.1686, 1.9918, 2.0455]]
}

=====

Record 9
{
  "formula": "C10H8N2",
  "method": "ωB97M-V/def2-TZVPD",
  "smiles": "c1ccc(-c2ncccn2)cc1",
  "e_above_lowest_kcal_mol": 70.90,
  "total_charge": 0,
  "multiplicity": 1,
  "homo_ev": -9.0,
  "orbital_gap_ha": 0.345,
  "lumo_energy_ev": 0.4,
  "energy_ev": -13476.607,
  "elements": ["C", "C", "C", "C", "C", "N", "C", "C", "C", "N", "C", "C", "H", "H", "H", "H", "H", "H", "H", "H"],
  "xyz": [[-3.4316, -0.0088, 0.0158], [-2.8024, 1.1426, -0.3298], [-1.4060, 1.1442, -0.3540], [-0.7102, -0.0386, -0.0686], [0.8262, 0.0130, -0.0690], [1.3766, -1.1327, -0.3642], [2.7568, -1.1740, -0.3845], [3.4103, 0.0350, -0.0056], [2.6704, 1.0751, 0.4470], [1.4091, 1.1626, 0.3796], [-1.3772, -1.1553, 0.2961], [-2.7287, -1.1582, 0.3719], [-4.6482, -0.0993, -0.1766], [-3.4992, 2.1176, -0.5634], [-1.0242, 2.2671, -0.5915], [3.0061, -2.0326, -0.8805], [4.5944, 0.1372, -0.0066], [3.0706, 2.2130, 0.8893], [-0.8922, -1.9469, 0.7004], [-3.3525, -2.1146, 1.0051]]
}

=====

Record 10
{
  "formula": "C2H5F2N3",
  "method": "ωB97M-V/def2-TZVPD",
  "e_above_lowest_kcal_mol": 103.78,
  "total_charge": 0,
  "multiplicity": 1,
  "homo_ev": [-8.9, -8.9],
  "orbital_gap_ha": [0.324, 0.324],
  "lumo_energy_ev": [-0.1, -0.1],
  "energy_ev": -12056.036,
  "elements": ["C", "C", "N", "N", "N", "F", "F", "H", "H", "H", "H", "H"],
  "xyz": [[0.8888, -0.1677, -0.0402], [-1.8786, -0.0942, -0.2648], [-1.0598, -0.9817, -0.7384], [0.9169, 1.1409, 0.2340], [1.8389, -1.0744, -0.0864], [-1.7307, 1.2848, -0.4528], [-2.1361, -0.1182, 1.2745], [-2.9194, -0.1787, -0.5095], [-0.0261, 1.5238, 0.2224], [1.8179, 1.6370, 0.3383], [1.6323, -1.9391, -0.4577], [2.6559, -1.0326, 0.4805]]
}

=====

Question: What is the formula in the fourth record?
Answer: C2H5F2N